[1]
A structure of composition C58H56AsN2O2P2RbSi. Source: the OMol25 dataset; level of theory: ωB97M-V/def2-TZVPD.

Results
Charge: 0
Orbital gap (eV): 5.4712
HOMO level (eV): -5.5
Energy above the lowest of the compared OMol25 structures with the same formula, charge and spin (kcal/mol): 2.1

The geometry in XYZ format:
```
123
Properties=species:S:1:pos:R:3:lowdin_charge:R:1
Rb -0.1263 -0.1559 -0.3384 0.451
C -1.7599 1.9579 3.7464 -0.288
Si -0.6055 1.8448 2.2172 0.500
C 1.1175 2.0656 3.1255 -0.312
C 1.3692 3.2583 3.8315 -0.109
C 2.5033 3.4579 4.5942 -0.086
C 3.4530 2.4434 4.7050 -0.089
C 3.2496 1.2645 4.0217 -0.111
C 2.1151 1.0790 3.2217 -0.390
P 1.9840 -0.4380 2.2057 1.016
C 3.6874 -0.5708 1.5072 -0.375
C 4.3968 0.5632 1.1127 -0.102
C 5.5815 0.4572 0.3960 -0.082
C 6.0867 -0.7898 0.0547 -0.105
C 5.3876 -1.9289 0.4325 -0.092
C 4.2007 -1.8159 1.1415 -0.114
C 1.9167 -1.8022 3.4237 -0.363
C 3.0032 -2.3553 4.0971 -0.098
C 2.8200 -3.3530 5.0416 -0.082
C 1.5404 -3.8056 5.3387 -0.091
C 0.4471 -3.2588 4.6829 -0.085
C 0.6396 -2.2704 3.7271 -0.102
C -0.7653 3.6732 1.5533 -0.339
C -1.6017 4.6428 2.1307 -0.121
C -1.7608 5.9113 1.5952 -0.085
C -1.0645 6.2824 0.4517 -0.089
C -0.2200 5.3608 -0.1394 -0.107
C -0.0839 4.0774 0.3874 -0.391
P 1.0584 2.8935 -0.4331 1.028
C 0.3349 2.6911 -2.1141 -0.402
C 1.0703 1.9830 -3.0686 -0.131
C 0.5277 1.6782 -4.3073 -0.076
C -0.7716 2.0675 -4.6101 -0.083
C -1.5129 2.7668 -3.6707 -0.082
C -0.9640 3.0776 -2.4318 -0.098
C 2.5474 3.9250 -0.6832 -0.365
C 2.9658 4.4800 -1.8839 -0.092
C 4.1448 5.2167 -1.9507 -0.086
C 4.9112 5.4115 -0.8134 -0.093
C 4.4926 4.8679 0.3982 -0.079
C 3.3263 4.1260 0.4607 -0.103
H -1.5268 2.7508 4.4640 0.014
H -1.7074 1.0078 4.2860 0.007
H -2.8034 2.0860 3.4429 0.005
H 0.6319 4.0515 3.7718 0.095
H 2.6468 4.3988 5.1110 0.100
H 4.3404 2.5812 5.3093 0.098
H 3.9926 0.4764 4.0815 0.100
H 4.0226 1.5499 1.3596 0.089
H 6.1074 1.3589 0.1091 0.105
H 7.0141 -0.8716 -0.4971 0.100
H 5.7640 -2.9118 0.1781 0.101
H 3.6616 -2.7196 1.4006 0.107
H 4.0062 -2.0092 3.8787 0.100
H 3.6743 -3.7754 5.5540 0.102
H 1.3956 -4.5795 6.0810 0.100
H -0.5553 -3.5963 4.9092 0.101
H -0.2190 -1.8411 3.2206 0.093
H -2.1479 4.3893 3.0309 0.086
H -2.4240 6.6195 2.0776 0.100
H -1.1722 7.2740 0.0316 0.098
H 0.3460 5.6418 -1.0227 0.107
H 2.0806 1.6617 -2.8420 0.092
H 1.1188 1.1321 -5.0315 0.105
H -1.2002 1.8253 -5.5741 0.103
H -2.5246 3.0789 -3.9007 0.103
H -1.5523 3.6220 -1.7044 0.087
H 2.3704 4.3489 -2.7801 0.099
H 4.4547 5.6449 -2.8953 0.100
H 5.8265 5.9858 -0.8649 0.099
H 5.0757 5.0195 1.2973 0.104
H 3.0105 3.7096 1.4130 0.092
O 0.4102 -7.3371 -3.2215 -0.054
C -0.5548 -7.0107 -2.2377 -0.204
C -0.4707 -5.5395 -1.9258 -0.175
C -1.4979 -4.8972 -1.2529 -0.012
C -1.3661 -3.5524 -0.9508 -0.121
N -0.2950 -2.8317 -1.2813 0.020
C 0.6951 -3.4510 -1.9264 -0.193
C 0.6489 -4.7945 -2.2703 0.048
C 1.9155 -2.6098 -2.2752 -0.194
C 2.8240 -3.0191 -3.2332 0.047
C 3.9311 -2.2160 -3.5060 -0.183
C 4.9692 -2.6649 -4.5009 -0.209
O 5.6728 -3.8067 -4.0339 -0.045
C 4.0672 -1.0391 -2.7964 -0.001
C 3.1142 -0.7127 -1.8379 -0.142
N 2.0556 -1.4725 -1.5865 0.045
H 0.3667 -8.2819 -3.3895 0.093
H -0.3729 -7.5738 -1.3137 0.134
H -1.5696 -7.2445 -2.5793 0.127
H -2.3970 -5.4268 -0.9640 0.118
H -2.1584 -3.0308 -0.4247 0.105
H 1.4681 -5.2720 -2.7818 0.111
H 2.6854 -3.9425 -3.7762 0.122
H 5.6504 -1.8373 -4.7259 0.119
H 4.4954 -2.9735 -5.4339 0.127
H 6.0530 -3.5881 -3.1756 0.089
H 4.9120 -0.3816 -2.9588 0.120
H 3.2155 0.1901 -1.2459 0.099
C -3.9074 2.5932 0.0493 -0.292
As -3.3012 0.8319 -0.5239 1.056
C -4.1895 -0.2182 0.8737 -0.311
C -4.5362 0.4835 -2.0285 -0.352
C -5.9581 0.8953 -1.8228 -0.317
C -6.8764 0.0244 -1.2407 -0.066
C -8.1843 0.4201 -1.0007 -0.086
C -8.6009 1.6992 -1.3409 -0.098
C -7.6956 2.5747 -1.9254 -0.085
C -6.3895 2.1755 -2.1627 -0.068
H -4.9821 2.6012 0.2282 0.031
H -3.6517 3.3397 -0.7021 0.021
H -3.3640 2.8340 0.9612 -0.002
H -5.1977 0.1442 1.0752 0.025
H -3.5787 -0.1328 1.7728 0.008
H -4.2379 -1.2658 0.5721 0.013
H -4.4583 -0.5912 -2.2154 0.068
H -4.0925 0.9865 -2.8910 0.056
H -6.5595 -0.9769 -0.9738 0.108
H -8.8793 -0.2759 -0.5491 0.101
H -9.6202 2.0087 -1.1567 0.098
H -8.0074 3.5748 -2.1974 0.101
H -5.6913 2.8702 -2.6154 0.110
```

---

[2]
A structure of composition C12H30BaN2O4 in a non-equilibrium geometry. Source: the OMol25 dataset; level of theory: ωB97M-V/def2-TZVPD.

Results
Charge: +3
⟨S²⟩: 0.754
Orbital gap (alpha / beta) (eV): 10.1121 / 3.9352
HOMO level (alpha / beta) (eV): -19.0 / -19.0
2S+1: 2
Energy above the lowest of the compared OMol25 structures with the same formula, charge and spin (kcal/mol): 0.0

The geometry in XYZ format:
```
49
Properties=species:S:1:pos:R:3:lowdin_spin:R:1
Ba -0.2748 0.3930 -0.1289 0.021
C -3.3206 2.4984 -0.6138 0.000
O -2.8201 1.1077 -0.4857 0.003
C -3.8373 0.2713 -0.1097 0.000
C -3.3954 -1.1724 -0.1735 0.000
N -2.1813 -1.3962 0.6243 0.007
C -1.8738 -2.8207 0.5732 0.001
C -0.5457 -3.1458 1.2104 0.000
O 0.3745 -2.3336 0.6132 0.000
C 1.6887 -2.8438 0.7212 0.001
H -4.1559 2.7063 -1.2825 0.000
H -2.5081 3.1806 -0.8641 0.000
H -3.6673 2.8059 0.3727 0.000
H -4.6613 0.3925 -0.8129 0.000
H -4.2542 0.3723 0.8923 0.000
H -3.2080 -1.4398 -1.2134 0.000
H -4.2120 -1.8083 0.1684 0.000
H -2.3879 -1.0685 1.5571 0.000
H -1.8898 -3.2661 -0.4215 0.000
H -2.5710 -3.3222 1.2443 0.000
H -0.4024 -4.2086 1.0151 0.000
H -0.4612 -3.1411 2.2971 0.000
H 1.7629 -3.9291 0.6525 0.000
H 2.1319 -2.6698 1.7017 0.000
H 2.2864 -2.3960 -0.0728 0.000
C -0.2443 2.5061 -3.0119 0.001
O 0.5126 1.5623 -2.2324 0.010
C 1.9147 1.8391 -2.3419 0.003
C 2.5615 0.5366 -2.0257 0.078
N 2.5919 0.1941 -0.5857 0.606
C 3.2116 1.1170 0.3213 0.093
C 2.8613 0.7752 1.8033 0.025
O 1.4305 0.6585 1.9215 0.018
C 1.1637 0.2921 3.2665 0.004
H -1.2705 2.2155 -2.7868 0.000
H -0.1661 2.4472 -4.0975 0.000
H -0.2510 3.5695 -2.7722 0.000
H 2.2330 2.7150 -1.7766 0.000
H 2.2300 2.0750 -3.3583 0.001
H 3.5734 0.4482 -2.4213 0.045
H 1.9783 -0.2752 -2.4604 0.010
H 3.0774 -0.6892 -0.5212 0.013
H 3.0018 2.1787 0.1916 0.002
H 4.2951 1.0480 0.2254 0.051
H 3.1708 1.5700 2.4820 0.000
H 3.3684 -0.1522 2.0695 0.000
H 1.4007 1.1410 3.9078 0.002
H 1.6521 -0.6607 3.4708 0.000
H 0.0870 0.1224 3.2675 0.001
```